ORCA calculation (ωB97M-V with the def2-TZVPD basis set) on 2 unconnected molecules or ions with the total composition C3H12N4OS2 in a non-equilibrium geometry.

- Charge: +2
- HOMO-LUMO gap: 7.0 eV

Geometry as XYZ:
```
22
Properties=species:S:1:pos:R:3:forces:R:3:lowdin_charge:R:1
C 0.2041 -0.0773 0.0891 0.4 -4.6 -0.5 -0.478
C 2.5265 0.6678 0.4304 1.0 1.7 1.3 -0.378
C -3.7027 0.4125 0.3787 -2.4 0.7 -0.3 -0.161
N 1.5464 -0.3868 0.2476 -0.4 1.1 -1.1 -0.143
N -0.7755 -0.8975 -0.3119 1.3 0.9 -1.1 0.086
N 2.0214 -1.6135 -0.2252 1.4 0.6 -0.3 0.100
N -0.2669 -2.0937 -0.9889 -0.7 -1.3 0.9 0.109
O -0.1610 0.9634 0.6898 -3.0 1.3 1.4 0.121
S 2.0818 2.2476 -0.5332 -0.6 -1.6 -0.5 0.851
S -4.7508 1.3933 -0.4933 -1.2 -3.1 3.1 1.112
H 3.5099 0.5028 0.0133 -0.1 -1.2 -0.4 0.074
H 2.7874 0.7846 1.5233 -0.8 0.5 -1.0 0.135
H -4.0809 -0.2919 1.1701 0.1 0.8 -1.1 0.098
H -2.6598 0.4313 0.1864 1.0 0.1 -0.1 -0.014
H 2.8382 -1.3973 -0.8361 -0.6 -0.9 0.8 0.168
H 0.8057 -2.1514 -0.7752 -0.3 -0.1 -0.4 0.058
H 2.6461 3.1469 0.2041 0.7 0.8 1.1 -0.121
H -3.8933 2.0698 -1.1021 2.4 1.5 -1.7 -0.111
H -0.7247 -2.8831 -0.5172 0.1 0.1 -0.1 0.164
H -0.4209 -2.2943 -1.9893 -0.4 1.2 0.2 0.176
H 2.2076 -2.1745 0.5982 0.9 -0.2 -0.2 0.155
H 0.4347 1.6912 0.5682 1.2 1.6 -0.1 -0.001
```
Forces are in eV/Å.

=====

ORCA calculation (ωB97M-V with the def2-TZVPD basis set) on a gas-phase ion, C3H12N5 (charge +1) in a non-equilibrium geometry.

- Charge: +1
- HOMO-LUMO gap: 7.9 eV

Geometry as XYZ:
```
20
Properties=species:S:1:pos:R:3:forces:R:3:lowdin_charge:R:1
C 0.8586 -1.1933 0.2702 -2.1 -1.9 -0.2 -0.261
C -0.6502 1.4001 -0.5544 -0.7 1.4 -0.3 -0.008
C -2.0689 -0.4275 0.3770 1.6 -0.2 -0.4 0.012
N 1.9558 -0.6176 -0.6808 0.9 0.4 -0.1 0.037
N 2.8677 0.1892 -0.0237 -0.6 0.7 0.8 -0.064
N 2.5790 1.0494 0.8285 0.5 0.1 -0.6 0.199
N 0.2666 -0.2458 1.0866 0.4 0.6 1.1 -0.127
N -0.8645 0.4604 0.5680 -1.8 -0.6 0.1 -0.265
H 0.0173 -1.8110 -0.3784 2.6 1.3 0.9 0.158
H 1.3759 -1.9232 0.9715 -0.5 0.8 -1.0 0.133
H 0.3592 1.7191 -0.4872 0.8 1.0 0.6 0.050
H -0.5701 0.9548 -1.5529 -1.1 -0.5 0.3 0.107
H -1.3796 2.2901 -0.4865 1.2 -1.5 -0.3 0.143
H -1.9212 -1.0403 -0.4926 0.1 -0.5 -0.1 0.082
H -2.0678 -0.9501 1.3152 -0.6 -0.6 0.1 0.107
H -2.9020 0.1856 0.1864 -1.2 0.7 0.1 0.088
H 2.4633 -1.2989 -1.2442 -0.1 0.1 0.2 0.134
H 3.9116 0.1731 -0.2340 -1.5 -0.6 -0.1 0.216
H 1.5336 1.1014 1.0452 0.9 -1.1 -0.3 0.075
H -1.2631 0.9427 1.3998 1.3 0.4 -0.7 0.183
```
Forces are in eV/Å.

=====

ORCA calculation (ωB97M-V with the def2-TZVPD basis set) on 2 unconnected molecules or ions with the total composition C3H12N6 in a non-equilibrium geometry.

- Charge: +2
- HOMO-LUMO gap: 7.9 eV

Geometry as XYZ:
```
21
Properties=species:S:1:pos:R:3:forces:R:3:lowdin_charge:R:1
C -1.2015 3.8903 -3.8085 -0.1 -0.2 -1.1 -0.244
C -0.0396 1.7016 -3.2012 2.3 3.1 0.2 -0.158
C 1.5044 0.8509 -4.7833 0.3 0.4 -0.2 -0.096
N -1.6075 4.9881 -4.1127 2.6 -1.6 1.0 0.207
N -0.6758 2.7859 -3.8626 0.2 0.1 0.5 0.128
N 0.3104 0.7478 -4.2586 -0.2 -1.4 -0.7 -0.278
N -0.6977 -0.0458 -4.4356 0.1 -1.2 -2.9 0.121
N 1.8120 0.0425 -5.9718 0.5 0.2 0.1 0.209
N -1.1424 -2.6597 9.6235 -0.3 0.3 -2.4 0.235
H 0.8665 1.9509 -2.5382 -0.9 0.0 -1.4 0.168
H -0.6234 1.1271 -2.6109 -2.4 -1.4 2.0 0.085
H 2.1906 1.6200 -4.4501 -0.1 -0.2 -0.3 0.143
H -2.4659 5.3956 -4.2705 -2.0 0.7 -0.1 0.057
H -0.6662 -0.6433 -5.3978 0.3 1.6 2.7 0.117
H -1.6812 -1.7490 9.3354 1.3 -1.7 1.3 0.197
H 0.9458 -0.5249 -6.1926 1.5 0.0 0.2 0.163
H 2.7488 -0.4414 -5.8750 -1.6 -0.4 0.2 0.203
H 2.0033 0.6249 -6.7918 -0.5 0.3 -0.1 0.173
H -0.5876 -2.8979 8.6738 -1.4 0.1 2.8 0.219
H -1.8814 -3.3948 9.8656 1.3 1.0 -0.6 0.178
H -0.4683 -2.5765 10.4347 -0.9 0.3 -1.1 0.171
```
Forces are in eV/Å.

=====

ORCA calculation (ωB97M-V with the def2-TZVPD basis set) on a molecular structure, C3H12N6O3Tl in a non-equilibrium geometry.

- Charge: +3
- HOMO-LUMO gap: 2.5 eV

Geometry as XYZ:
```
25
Properties=species:S:1:pos:R:3:forces:R:3:lowdin_charge:R:1
Tl -6.7369 -7.3593 20.3435 0.0 0.1 -0.1 1.205
C -6.0839 -5.1024 23.5665 0.2 3.0 -0.9 -0.531
O -6.5330 -5.7636 22.6266 0.6 -0.9 0.5 -0.066
N -4.7787 -4.6089 23.5937 -1.4 -2.1 -0.1 0.298
N -6.8940 -4.4044 24.4021 0.0 -1.0 -0.4 0.283
H -4.1796 -5.0153 22.8861 0.4 0.6 0.2 0.146
H -4.6302 -3.7281 24.0578 0.7 0.2 -0.1 0.147
H -7.8722 -4.3870 24.1266 0.0 0.1 0.5 0.164
H -6.4869 -3.6325 24.9036 -0.4 0.2 0.3 0.145
C -5.3830 -9.8635 23.3582 0.5 0.8 1.4 -0.533
O -5.7710 -9.1619 22.3810 0.3 -0.2 -0.9 -0.013
N -6.1731 -10.7632 23.9271 -0.2 -0.1 -0.5 0.263
N -4.1986 -9.5825 23.9869 -1.3 -0.2 -0.4 0.275
H -7.1017 -10.8733 23.5497 -0.1 -0.2 0.1 0.150
H -5.9181 -11.2359 24.7814 -0.1 -0.3 0.0 0.155
H -3.6899 -8.7560 23.7105 0.2 -0.2 0.0 0.142
H -4.1875 -9.8919 24.9501 0.8 0.2 0.1 0.148
C -5.3546 -11.0051 19.3149 -0.4 -1.1 0.2 -0.552
O -5.1878 -9.7586 19.4852 -0.5 0.3 0.1 0.037
N -4.3785 -11.7066 18.7452 0.5 0.5 -0.1 0.298
N -6.4880 -11.6117 19.6898 -0.6 0.6 0.3 0.230
H -3.6721 -11.1475 18.2850 0.5 -0.3 0.2 0.162
H -4.4574 -12.6841 18.5037 -0.2 0.0 -0.3 0.163
H -6.6745 -12.6053 19.7137 0.4 0.0 -0.3 0.151
H -7.2977 -11.0167 19.7813 0.0 -0.1 0.2 0.132
```
Forces are in eV/Å.

=====

ORCA calculation (ωB97M-V with the def2-TZVPD basis set) on 2 unconnected molecules or ions with the total composition C3H12NO in a non-equilibrium geometry.

- Charge: +1
- HOMO-LUMO gap: 11.4 eV

Geometry as XYZ:
```
17
Properties=species:S:1:pos:R:3:forces:R:3:lowdin_charge:R:1
C -0.4829 0.5221 0.0835 2.2 -0.6 -0.1 -0.189
C 0.0508 -0.1042 -1.2248 -1.5 -0.1 1.0 -0.217
C 0.7325 -1.4159 -0.9256 0.7 -2.8 0.0 -0.108
N -1.1348 1.8245 -0.2339 -1.0 0.3 0.6 0.192
H -1.0405 -0.2236 0.6373 -1.3 0.4 -0.3 0.131
H 0.2830 0.7062 0.8573 0.1 0.4 -0.8 0.109
H 0.6692 0.6048 -1.7727 0.0 -0.1 -0.1 0.117
H -0.8896 -0.3462 -1.7722 0.8 0.4 -0.3 0.125
H 0.9001 -1.7674 0.1060 -0.1 1.2 0.1 0.070
H 0.1987 -2.3172 -1.2795 -0.4 0.7 -0.3 0.089
H 1.6920 -1.6208 -1.3973 0.2 0.8 -0.2 0.082
H -0.4548 2.5281 -0.5238 0.2 -0.1 0.0 0.177
H -1.8435 1.7844 -0.9734 0.1 -0.3 0.0 0.177
H -1.6051 2.1958 0.5966 0.0 0.1 -0.1 0.178
H 1.7853 -0.8247 2.5712 -0.3 -0.2 0.2 0.065
H 0.2394 -1.0975 2.7525 0.4 -0.3 0.3 0.055
O 0.9001 -0.4484 2.4987 0.0 0.4 -0.2 -0.054
```
Forces are in eV/Å.

=====

ORCA calculation (ωB97M-V with the def2-TZVPD basis set) on 2 unconnected molecules or ions with the total composition C3H12NO2 in a non-equilibrium geometry.

- Charge: +1
- HOMO-LUMO gap: 11.9 eV

Geometry as XYZ:
```
18
Properties=species:S:1:pos:R:3:forces:R:3:lowdin_charge:R:1
O -1.3146 -1.4987 -0.8252 -0.3 0.0 -0.5 -0.045
C -0.2008 -2.0147 -0.1440 0.2 -0.7 0.1 -0.230
C 0.6735 -0.8506 0.2677 -0.1 0.3 1.0 -0.097
N -0.2527 0.2605 0.6882 0.4 0.1 -1.0 -0.019
C 0.4254 1.3974 1.3557 0.3 -0.4 0.1 0.007
H -1.5965 -2.1134 -1.5160 0.0 0.2 0.2 0.120
H 0.3473 -2.7358 -0.7563 0.2 0.2 0.1 0.140
H -0.5213 -2.5487 0.7627 0.0 0.1 -0.1 0.133
H 1.2351 -1.0974 1.1737 0.3 -0.1 -0.4 0.142
H 1.2969 -0.3993 -0.4959 0.1 -0.3 -0.2 0.138
H -0.6221 0.5875 -0.2180 -0.4 0.0 0.2 0.121
H -1.0044 -0.1436 1.2301 -0.4 0.1 0.2 0.176
H 0.8555 1.0599 2.2982 -0.4 0.1 0.1 0.109
H 1.2751 1.6529 0.7382 0.0 0.3 -0.3 0.101
H -0.2751 2.2251 1.4565 0.2 -0.1 0.2 0.112
H 0.3083 1.8756 -2.6612 0.0 0.2 0.0 0.068
H -0.3558 2.5928 -1.4491 0.1 0.3 -0.4 0.055
O -0.2739 1.7505 -1.9054 -0.1 -0.4 0.6 -0.029
```
Forces are in eV/Å.

=====

ORCA calculation (ωB97M-V with the def2-TZVPD basis set) on 3 unconnected molecules or ions with the total composition C3H12NO2 in a non-equilibrium geometry.

- Charge: +1
- HOMO-LUMO gap: 9.0 eV

Geometry as XYZ:
```
18
Properties=species:S:1:pos:R:3:forces:R:3:lowdin_charge:R:1
C 2.8883 -1.5624 -1.2106 -0.1 -0.5 1.2 -0.066
C 1.9176 -1.6288 -0.0557 -2.3 4.1 1.1 -0.111
C 0.7790 -0.8601 -0.2044 -0.1 0.1 1.1 -0.040
N 0.6301 0.3865 0.7627 0.5 0.0 -1.9 0.161
H 3.0415 -0.4992 -1.5852 0.5 -1.5 1.1 0.121
H 3.6692 -2.2172 -0.8674 1.3 0.6 -0.6 0.080
H 2.4555 -2.0446 -2.0111 -0.9 -1.2 -2.2 0.053
H 2.1915 -1.6054 1.0312 1.0 0.1 -1.1 0.117
H -0.1387 -0.9940 -0.7853 1.0 0.5 -0.7 0.118
H 1.4990 0.9412 0.6865 -0.3 -0.5 -0.3 0.162
H -0.1688 1.1388 0.6502 0.0 -1.3 -0.1 0.089
H 0.6283 0.1020 1.6917 -0.3 -0.8 2.5 0.109
H -2.2354 1.9239 0.3039 1.0 -0.6 -0.8 0.050
H -1.7948 2.3042 1.6318 1.9 -0.4 -1.7 0.147
O -1.3519 2.0709 0.7282 -2.9 1.2 2.5 -0.076
H -3.6720 0.1982 -1.1362 0.7 0.5 1.4 0.110
H -4.3317 0.9934 -0.1201 -3.8 1.9 1.0 -0.002
O -3.5310 0.5992 -0.2287 3.0 -2.3 -2.4 -0.022
```
Forces are in eV/Å.

=====

ORCA calculation (ωB97M-V with the def2-TZVPD basis set) on 3 unconnected molecules or ions with the total composition C3H12NO2 in a non-equilibrium geometry.

- Charge: +1
- HOMO-LUMO gap: 11.3 eV

Geometry as XYZ:
```
18
Properties=species:S:1:pos:R:3:forces:R:3:lowdin_charge:R:1
C 1.8601 0.1128 -1.7954 -0.2 -0.2 -0.3 -0.028
C 0.5642 0.4931 -1.1764 0.0 -1.0 0.4 -0.334
C -0.6220 0.6295 -1.7283 -0.3 0.1 -0.5 0.103
N 0.6069 0.5995 0.3228 -0.8 2.4 -0.7 0.224
H 1.7530 0.1050 -2.8759 0.1 0.4 -0.1 0.097
H 2.1931 -0.8956 -1.5750 0.0 -0.2 0.5 0.094
H 2.6218 0.8291 -1.4834 0.2 -0.1 -0.2 0.098
H -1.4886 1.0765 -1.2533 0.1 -0.4 0.4 0.086
H -0.7892 0.2808 -2.7406 0.3 0.5 -0.1 0.094
H -0.0803 -0.0038 0.7710 0.6 -0.6 0.3 0.117
H 1.5297 0.6186 0.7490 0.0 -0.8 0.1 0.164
H 0.2312 1.5330 0.5394 0.1 0.0 0.1 0.181
H -2.8436 -1.3590 1.0036 0.0 0.1 0.1 0.051
H -3.6554 -0.1867 1.4997 0.1 0.2 0.2 0.055
O -2.7445 -0.4972 1.4327 0.2 -0.3 -0.3 -0.057
H 0.9151 -1.5672 2.8666 0.1 0.1 0.2 0.065
H -0.4837 -1.0323 2.6651 -0.1 0.2 0.4 0.036
O 0.4321 -0.7361 2.7785 -0.3 -0.3 -0.5 -0.047
```
Forces are in eV/Å.